Record 1
Computed, not measured: the molecule C6H11NS, with wB97M-V/def2-TZVPD.

**Calculated total energy**: -688.05376 Ha
**Multiplicity**: 1
**Frontier orbital gap**: 9.2927 eV
**E_HOMO**: -8.42 eV
**SMILES string**: C/C=C/S/N=C\CC
**Relative energy (zero: lowest compared OMol25 entry of this formula, charge and spin)**: 59.9 kcal per mole
**Strongest force on any atom**: 3.6 eV Å⁻¹

Each line ends with the natural charge from an NBO analysis.
Positions of all 19 atoms, in Å:
C (1.6372, 2.3684, -0.2896)  -0.6595
C (1.6235, 1.0183, 0.3825)  -0.1431
C (1.5692, -0.1636, -0.2572)  -0.4048
S (1.3991, -1.7102, 0.6683)  0.4066
N (-0.0827, -2.2632, 1.2443)  -0.5522
C (-1.2894, -1.8013, 1.1932)  0.0710
C (-1.6918, -0.5581, 0.4288)  -0.4813
C (-1.3876, -0.7877, -1.0452)  -0.6184
H (2.5582, 2.5150, -0.7551)  0.2281
H (1.4195, 3.1819, 0.4568)  0.2228
H (0.7898, 2.5668, -1.1144)  0.2187
H (1.6984, 0.9790, 1.4730)  0.2112
H (1.5453, -0.2731, -1.3065)  0.2000
H (-1.8712, -2.4009, 1.8671)  0.2011
H (-1.4117, 0.4814, 0.8942)  0.2355
H (-2.8074, -0.5477, 0.5984)  0.2171
H (-1.6263, -1.7636, -1.3798)  0.2167
H (-0.3535, -0.7569, -1.3222)  0.2150
H (-1.7187, -0.0848, -1.7367)  0.2154

Record 2
Computed, not measured: a structure of composition C26H20NOsP2S2, with wB97M-V/def2-TZVPD.

**Calculated total energy**: -2626.99836 Ha
**Multiplicity**: 1
**Frontier orbital gap (alpha / beta)**: 6.4447 / 6.4493 eV
**E_HOMO (alpha / beta)**: -12.20 / -12.19 eV
**Strongest force on any atom**: 5.0 eV Å⁻¹
**Total charge**: +1

Each line ends with the natural charge from an NBO analysis.
Positions of all 52 atoms, in Å:
Os (-0.0723, -3.5411, 0.2850)  0.6803
S (-2.3935, -3.0607, 0.2686)  -0.1713
P (-1.6558, -1.1343, 0.1736)  1.4029
C (-0.0288, -1.5006, 0.6835)  -1.0805
P (1.6080, -1.1202, 0.2043)  1.4235
S (2.2664, -3.0827, 0.1631)  -0.1884
C (2.3214, -0.1454, 1.5554)  -0.4546
C (3.5311, 0.5312, 1.4386)  -0.1120
C (3.9828, 1.2912, 2.5056)  -0.2172
C (3.2402, 1.3744, 3.6741)  -0.1615
C (2.0469, 0.6800, 3.7905)  -0.1897
C (1.5882, -0.0852, 2.7373)  -0.1760
C (1.9294, -0.2958, -1.3753)  -0.4404
C (1.6926, 1.0735, -1.4598)  -0.1256
C (1.8484, 1.7138, -2.6742)  -0.2163
C (2.2373, 0.9954, -3.7957)  -0.1561
C (2.4975, -0.3635, -3.6988)  -0.2009
C (2.3362, -1.0188, -2.4902)  -0.1663
C (-1.9947, -0.4000, -1.4483)  -0.3390
C (-1.3476, -0.9219, -2.5620)  -0.2009
C (-1.5909, -0.3742, -3.8062)  -0.1908
C (-2.4842, 0.6795, -3.9383)  -0.1588
C (-3.1560, 1.1700, -2.8293)  -0.2018
C (-2.9156, 0.6335, -1.5761)  -0.1842
C (-2.3054, -0.0408, 1.4604)  -0.4469
C (-3.2080, -0.4599, 2.4258)  -0.1171
C (-3.5166, 0.3941, 3.4734)  -0.2107
C (-2.9172, 1.6415, 3.5607)  -0.1742
C (-2.0176, 2.0546, 2.5883)  -0.1875
C (-1.7056, 1.2164, 1.5378)  -0.2025
H (4.1081, 0.4650, 0.5266)  0.2200
H (4.9147, 1.8281, 2.4214)  0.2325
H (3.5899, 1.9874, 4.4902)  0.2326
H (1.4691, 0.7384, 4.6986)  0.2303
H (0.6598, -0.6363, 2.8157)  0.2318
H (1.4109, 1.6237, -0.5713)  0.2196
H (1.6858, 2.7791, -2.7435)  0.2338
H (2.3425, 1.4988, -4.7456)  0.2344
H (2.8411, -0.9111, -4.5621)  0.2368
H (2.5470, -2.0757, -2.4030)  0.2411
H (-0.6723, -1.7659, -2.4443)  0.2277
H (-1.0935, -0.7720, -4.6753)  0.2316
H (-2.6587, 1.1204, -4.9082)  0.2331
H (-3.8739, 1.9689, -2.9385)  0.2352
H (-3.4446, 1.0009, -0.7078)  0.2366
H (-3.6647, -1.4364, 2.3540)  0.2242
H (-4.2197, 0.0809, 4.2280)  0.2339
H (-3.1457, 2.2931, 4.3905)  0.2328
H (-1.5563, 3.0292, 2.6543)  0.2293
H (-1.0057, 1.5219, 0.7694)  0.2169
N (-0.0211, -6.6937, 0.2409)  -0.2816
C (-0.0306, -5.5465, 0.2384)  -0.1680

Record 3
Computed, not measured: the ion C2H4NO2 with charge -1, with wB97M-V/def2-TZVPD.

**Calculated total energy**: -283.85530 Ha
**Multiplicity**: 1
**Frontier orbital gap**: 8.2489 eV
**E_HOMO**: -3.65 eV
**SMILES string**: O=CNC[O-]
**Relative energy (zero: lowest compared OMol25 entry of this formula, charge and spin)**: 35.0 kcal per mole
**Strongest force on any atom**: 0.9 eV Å⁻¹
**Total charge**: -1

Each line ends with the natural charge from an NBO analysis.
Positions of all 9 atoms, in Å:
O (2.2362, -0.2950, 1.2395)  -0.7584
C (1.0293, -0.2079, 0.9228)  0.4869
N (0.5515, 0.2865, -0.1996)  -0.7446
C (-1.1854, 0.0759, -0.6458)  0.2228
O (-1.7647, -0.8167, 0.0294)  -0.8128
H (0.2713, -0.5414, 1.6449)  0.1072
H (1.2930, 0.5104, -0.8560)  0.3454
H (-0.9979, -0.1366, -1.7139)  0.0727
H (-1.4333, 1.1247, -0.4213)  0.0808

Record 4
Computed, not measured: a structure of composition C24H19F3NNaOSi, with wB97M-V/def2-TZVPD.

**Calculated total energy**: -1807.47545 Ha
**Multiplicity**: 1
**Frontier orbital gap**: 7.5258 eV
**E_HOMO**: -8.33 eV
**Relative energy (zero: lowest compared OMol25 entry of this formula, charge and spin)**: 6.3 kcal per mole
**Strongest force on any atom**: 0.1 eV Å⁻¹

Each line ends with the natural charge from an NBO analysis.
Positions of all 50 atoms, in Å:
Na (-0.1061, -0.0957, -0.4786)  0.9726
F (0.0774, 7.0589, 0.8510)  -0.3127
C (1.1933, 6.4038, 0.4984)  0.9688
F (1.6505, 6.9736, -0.6273)  -0.3136
F (2.1036, 6.6051, 1.4565)  -0.3120
C (0.9124, 4.9379, 0.2813)  -0.0869
C (-0.0071, 4.5637, -0.6871)  -0.2114
C (-0.2511, 3.2161, -0.8689)  0.0406
N (0.3548, 2.2588, -0.1599)  -0.4993
C (1.2330, 2.6368, 0.7675)  0.0476
C (1.5480, 3.9628, 1.0253)  -0.2141
H (-0.5255, 5.2997, -1.2857)  0.2434
H (-0.9676, 2.8913, -1.6135)  0.2040
H (1.7094, 1.8492, 1.3391)  0.2088
H (2.2670, 4.2143, 1.7906)  0.2485
O (-0.6037, -2.0527, -0.2162)  -1.4252
Si (-0.9849, -3.2855, 0.7011)  1.9007
C (0.1385, -3.4841, 2.2182)  -0.4037
C (1.4530, -3.9282, 2.0364)  -0.2245
C (2.3419, -4.0282, 3.0967)  -0.2258
C (1.9321, -3.6828, 4.3789)  -0.2237
C (0.6345, -3.2403, 4.5859)  -0.2150
C (-0.2472, -3.1437, 3.5147)  -0.2356
C (-2.7449, -3.1329, 1.3846)  -0.4945
C (-3.3232, -4.1450, 2.1558)  -0.1388
C (-4.6070, -4.0255, 2.6671)  -0.2399
C (-5.3505, -2.8793, 2.4138)  -0.2182
C (-4.8014, -1.8639, 1.6458)  -0.2285
C (-3.5135, -1.9972, 1.1397)  -0.1915
C (-0.8708, -4.9232, -0.2327)  -0.4078
C (-1.0112, -4.9281, -1.6218)  -0.2183
C (-0.9779, -6.1099, -2.3494)  -0.2230
C (-0.8026, -7.3220, -1.6956)  -0.2212
C (-0.6563, -7.3420, -0.3158)  -0.2127
C (-0.6883, -6.1534, 0.4018)  -0.2339
H (1.7863, -4.2135, 1.0433)  0.2118
H (3.3517, -4.3820, 2.9267)  0.2063
H (2.6203, -3.7655, 5.2112)  0.2062
H (0.3039, -2.9750, 5.5829)  0.2048
H (-1.2605, -2.8023, 3.6987)  0.2137
H (-2.7599, -5.0498, 2.3619)  0.2000
H (-5.0311, -4.8257, 3.2614)  0.2072
H (-6.3536, -2.7823, 2.8103)  0.2066
H (-5.3772, -0.9698, 1.4374)  0.2023
H (-3.0946, -1.2042, 0.5288)  0.1991
H (-1.1420, -3.9835, -2.1382)  0.2156
H (-1.0886, -6.0871, -3.4269)  0.2042
H (-0.7765, -8.2462, -2.2598)  0.2057
H (-0.5125, -8.2832, 0.2009)  0.2049
H (-0.5558, -6.1871, 1.4787)  0.2082

Record 5
Computed, not measured: the ion C6H11N2S with charge +1, with wB97M-V/def2-TZVPD.

**Calculated total energy**: -742.49583 Ha
**Multiplicity**: 1
**Frontier orbital gap**: 5.1554 eV
**E_HOMO**: -12.38 eV
**SMILES string**: CC/C(C)=C/N=C\[NH+]=S
**Relative energy (zero: lowest compared OMol25 entry of this formula, charge and spin)**: 134.0 kcal per mole
**Strongest force on any atom**: 6.0 eV Å⁻¹
**Total charge**: +1

Each line ends with the natural charge from an NBO analysis.
Positions of all 20 atoms, in Å:
C (-0.9845, -1.6609, 1.6301)  -0.6279
C (0.0713, -1.3518, 0.6347)  -0.5207
C (-0.0259, -0.0165, -0.0519)  0.4223
C (-0.6798, 1.0847, 0.8020)  -0.6993
C (0.6110, 0.1424, -1.3330)  -0.0526
N (0.9729, 1.3528, -1.6193)  -0.3089
C (1.6190, 1.8948, -2.5810)  0.2082
N (2.5996, 1.6929, -3.4656)  -0.5639
S (3.5005, 0.3193, -3.8689)  0.2354
H (-1.0685, -0.8234, 2.4855)  0.2224
H (-0.5459, -2.5998, 2.1559)  0.2541
H (-2.0113, -1.7075, 1.2161)  0.2363
H (0.1348, -2.0532, -0.2415)  0.2421
H (1.0648, -1.4500, 1.1038)  0.2899
H (-0.7255, 1.9719, 0.2320)  0.2500
H (-0.1431, 1.4238, 1.6964)  0.2834
H (-1.5676, 0.7391, 1.1315)  0.2534
H (0.7141, -0.5982, -2.0762)  0.2187
H (1.2120, 2.9834, -2.6792)  0.2006
H (3.0232, 2.4463, -3.9996)  0.4565

Record 6
Computed, not measured: a structure of composition C28H53MnO2PSe2Si2, with wB97M-V/def2-TZVPD.

**Calculated total energy**: -8123.27176 Ha
**Multiplicity**: 6
**Frontier orbital gap (alpha / beta)**: 5.4068 / 6.3006 eV
**E_HOMO (alpha / beta)**: -5.35 / -6.25 eV
**Strongest force on any atom**: 3.7 eV Å⁻¹
**⟨S²⟩**: 8.7673

Each line ends with the Mulliken spin population.
Positions of all 89 atoms, in Å:
O (-0.6364, -0.9222, -2.9262)  -0.0155
O (0.4351, 0.6831, -4.1463)  0.0149
C (0.0389, -2.1425, -3.3178)  0.0063
C (-0.6317, -3.4413, -2.8285)  0.0003
H (1.0650, -2.1388, -2.9612)  0.0053
H (0.1754, -2.1814, -4.3976)  0.0009
H (-0.7090, -3.4603, -1.7429)  0.0004
H (-0.0448, -4.3101, -3.1262)  0.0000
H (-1.6314, -3.5684, -3.2422)  0.0002
C (-1.8982, -0.7838, -3.6334)  -0.0010
C (-1.9596, -1.0178, -5.1645)  -0.0009
H (-2.2600, 0.2200, -3.4283)  -0.0003
H (-2.6237, -1.4688, -3.2066)  0.0018
H (-1.1929, -0.4545, -5.6930)  0.0000
H (-2.9235, -0.6996, -5.5604)  0.0000
H (-1.8378, -2.0687, -5.4234)  0.0000
C (-0.0379, 2.0233, -3.9977)  0.0071
C (1.7018, 0.3975, -4.7338)  0.0150
C (-0.9411, 2.4416, -5.1607)  0.0000
H (0.7913, 2.7217, -3.8771)  0.0012
H (-0.6326, 2.0845, -3.0889)  -0.0042
H (-0.4313, 2.3906, -6.1192)  0.0000
H (-1.2839, 3.4665, -5.0257)  0.0000
H (-1.8239, 1.8088, -5.2209)  0.0001
C (1.7119, 0.6613, -6.2397)  0.0013
H (1.9453, -0.6487, -4.5622)  -0.0024
H (2.4826, 0.9823, -4.2548)  0.0001
H (0.8737, 0.1697, -6.7315)  0.0001
H (2.6307, 0.2870, -6.6889)  0.0000
H (1.6604, 1.7276, -6.4515)  -0.0001
H (0.1390, 0.0323, -3.3983)  -0.0016
Mn (-0.2038, 0.0365, 0.8165)  4.6439
C (1.3752, 0.0396, -0.4853)  0.0928
Si (3.2221, 0.5141, -0.3062)  0.0228
H (1.1194, -0.9862, -0.2475)  -0.0440
H (0.6772, 0.8118, -0.7875)  -0.0587
C (4.2146, -0.6630, -1.3792)  0.0122
C (4.0425, 0.3313, 1.3669)  0.0084
C (3.5455, 2.2809, -0.8345)  0.0112
C (-1.9694, -1.0051, 0.2773)  0.1806
Si (-3.5512, 0.0423, 0.1707)  -0.0219
H (-1.8860, -1.1915, 1.3383)  -0.1489
H (-2.1781, -1.9979, -0.1161)  0.0075
C (-4.7899, -0.7475, -0.9907)  0.0093
C (-3.1648, 1.7618, -0.4337)  0.0473
C (-4.3834, 0.1186, 1.8408)  0.0003
H (2.9813, 2.5504, -1.7235)  -0.0039
H (4.6013, 2.4391, -1.0474)  0.0000
H (3.2636, 2.9753, -0.0454)  0.0012
H (3.8962, -1.6927, -1.2271)  -0.0012
H (5.2751, -0.6066, -1.1383)  0.0002
H (4.1218, -0.4403, -2.4379)  0.0011
H (3.7415, -0.5658, 1.8977)  0.0016
H (3.8450, 1.1964, 1.9942)  0.0006
H (5.1242, 0.2840, 1.2515)  -0.0005
H (-3.5322, 1.9240, -1.4460)  0.0002
H (-2.0924, 1.9382, -0.4454)  -0.0002
H (-3.6188, 2.5176, 0.2054)  0.0078
H (-5.3031, 0.7001, 1.7888)  0.0005
H (-3.7464, 0.5871, 2.5833)  0.0000
H (-4.6435, -0.8768, 2.1976)  0.0007
H (-5.7860, -0.3387, -0.8249)  0.0008
H (-4.8471, -1.8240, -0.8345)  -0.0018
H (-4.5453, -0.5686, -2.0361)  -0.0007
Se (0.8242, 1.5730, 2.5212)  0.0714
P (0.6297, -0.0589, 3.8199)  0.0095
Se (0.6635, -1.7832, 2.3222)  0.1039
C (-0.9432, 0.0342, 4.7849)  -0.0103
C (-1.9904, -0.8714, 4.5537)  0.0132
C (-3.1620, -0.8037, 5.3179)  0.0068
C (-3.2880, 0.1580, 6.3239)  -0.0004
C (-2.2462, 1.0579, 6.5628)  0.0023
C (-1.0790, 1.0009, 5.7917)  -0.0023
C (2.0648, -0.1759, 4.9635)  -0.0061
C (3.0334, 0.8364, 5.0286)  0.0027
C (4.0935, 0.7327, 5.9338)  0.0012
C (4.1916, -0.3779, 6.7757)  0.0020
C (3.2292, -1.3900, 6.7128)  0.0029
C (2.1665, -1.2873, 5.8113)  0.0074
H (-1.9076, -1.6274, 3.7866)  -0.0127
H (-3.9699, -1.5005, 5.1340)  0.0002
H (-4.1905, 0.2027, 6.9210)  0.0000
H (-2.3409, 1.7962, 7.3490)  0.0001
H (-0.2744, 1.6959, 5.9934)  0.0009
H (2.9689, 1.7088, 4.3955)  0.0035
H (4.8360, 1.5183, 5.9871)  0.0000
H (5.0115, -0.4568, 7.4763)  0.0001
H (3.3026, -2.2496, 7.3667)  0.0000
H (1.4186, -2.0720, 5.7744)  0.0052

Record 7
Computed, not measured: a structure of composition C23H31BiCl3N5O, with wB97M-V/def2-TZVPD.

**Calculated total energy**: -2838.76993 Ha
**Multiplicity**: 1
**Frontier orbital gap**: 8.1892 eV
**E_HOMO**: -13.52 eV
**Relative energy (zero: lowest compared OMol25 entry of this formula, charge and spin)**: 0.0 kcal per mole
**Strongest force on any atom**: 0.2 eV Å⁻¹
**Total charge**: +2

Each line ends with the natural charge from an NBO analysis.
Positions of all 64 atoms, in Å:
Bi (0.6816, 0.6028, -0.2629)  2.0494
C (2.2102, -0.4583, 2.8997)  -0.4281
C (1.4281, -1.5752, 2.2235)  -0.2418
N (1.2315, -1.4721, 0.7465)  -0.7188
C (2.2425, -2.1759, -0.0799)  -0.2470
C (3.5116, -1.3607, -0.2325)  -0.2451
N (3.2108, -0.0476, -0.8390)  -0.6770
C (4.3814, 0.8574, -0.7469)  -0.2195
C (4.1825, 2.2234, -1.3887)  -0.4323
C (3.3884, 3.2304, -0.5685)  -0.2242
N (1.9292, 3.0163, -0.6347)  -0.6777
C (1.1930, 3.7571, 0.4007)  -0.2557
C (1.2652, 3.0339, 1.7558)  -0.2497
N (1.6468, 1.5999, 1.6189)  -0.7208
C (1.5158, 0.8917, 2.9217)  -0.2351
H (3.2238, -0.3530, 2.5017)  0.2017
H (2.3411, -0.7717, 3.9372)  0.2649
H (0.4298, -1.6018, 2.6575)  0.2459
H (1.9050, -2.5364, 2.4281)  0.2217
H (0.3329, -1.9193, 0.5629)  0.4361
H (1.7890, -2.3521, -1.0580)  0.2324
H (2.4692, -3.1487, 0.3605)  0.2343
H (4.2336, -1.9209, -0.8323)  0.2296
H (3.9768, -1.1853, 0.7373)  0.2076
H (3.0460, -0.2057, -1.8330)  0.3859
H (5.2454, 0.3671, -1.2056)  0.2189
H (4.6279, 0.9750, 0.3136)  0.1897
H (3.7403, 2.1164, -2.3853)  0.2177
H (5.1753, 2.6431, -1.5568)  0.2568
H (3.6266, 4.2471, -0.8939)  0.2226
H (3.6980, 3.1768, 0.4805)  0.1851
H (1.6093, 3.3411, -1.5426)  0.3957
H (0.1541, 3.8312, 0.0853)  0.2294
H (1.5636, 4.7791, 0.5169)  0.2252
H (0.2945, 3.0666, 2.2493)  0.2424
H (1.9876, 3.5061, 2.4236)  0.2214
H (2.6345, 1.5784, 1.3668)  0.3979
H (0.4519, 0.7883, 3.1331)  0.2427
H (1.9604, 1.5270, 3.6910)  0.2218
Cl (-6.6140, -0.1722, -0.2227)  0.0638
C (-4.9357, -0.0230, 0.1382)  -0.0236
C (-4.2141, 1.0399, -0.3854)  -0.2406
C (-2.8740, 1.1444, -0.0718)  -0.0909
Cl (-1.9481, 2.4515, -0.7775)  0.0278
C (-2.2035, 0.2409, 0.7646)  0.3113
O (-0.9191, 0.3855, 1.1337)  -0.9581
C (-2.9654, -0.8397, 1.2148)  -0.0867
Cl (-2.1824, -2.0862, 2.1325)  0.0190
C (-4.3133, -0.9735, 0.9292)  -0.2333
H (-4.6917, 1.7707, -1.0224)  0.2606
H (-4.8682, -1.8168, 1.3156)  0.2612
N (-0.6320, -1.3670, -1.5553)  -0.5347
C (-1.6915, -1.7614, -1.7852)  0.4679
C (-3.0059, -2.2359, -2.0660)  -0.1795
C (-3.4573, -3.4096, -1.4587)  -0.1605
C (-4.7507, -3.8322, -1.7032)  -0.2036
C (-5.5775, -3.0910, -2.5394)  -0.1370
C (-5.1212, -1.9254, -3.1422)  -0.1999
C (-3.8301, -1.4882, -2.9104)  -0.1594
H (-2.8038, -3.9723, -0.8052)  0.2325
H (-5.1160, -4.7405, -1.2445)  0.2426
H (-6.5890, -3.4271, -2.7240)  0.2417
H (-5.7726, -1.3584, -3.7926)  0.2430
H (-3.4582, -0.5840, -3.3735)  0.2318